Entry 1:
# C39H34N11OP2PtS

A structure of composition C39H34N11OP2PtS in a non-equilibrium geometry (ωB97M-V/def2-TZVPD, the OMol25 dataset).

Its energy above the lowest of the compared OMol25 structures with the same formula, charge and spin is 1.063 eV. The value obtained for the HOMO energy is -10.402 eV. As for the total energy: -3384.04470 a.u. The total charge is +1. The orbital gap comes out at 5.6 eV.

Last column: Mulliken charge in e.
Cartesian coordinates (Å):
Pt (0.7849, -0.3136, 0.9453)  2.663
O (2.8872, -0.3950, 2.2036)  -0.583
N (3.7382, 0.4691, 1.7121)  0.409
C (4.7608, 0.8551, 2.5031)  -0.206
C (5.6722, 1.7926, 2.0761)  -0.720
C (5.5298, 2.3632, 0.8201)  -0.581
C (4.4767, 1.9667, 0.0198)  -0.539
C (3.5899, 0.9960, 0.4653)  0.841
S (2.3988, 0.3148, -0.6241)  -0.349
H (4.7671, 0.3720, 3.4679)  0.483
H (6.4710, 2.0827, 2.7426)  0.426
H (6.2260, 3.1133, 0.4729)  0.428
H (4.3212, 2.3934, -0.9609)  0.446
N (0.4859, 0.1505, 4.4388)  0.009
C (0.5685, 1.2591, 3.6586)  0.100
N (0.5623, 2.5375, 4.0177)  -0.860
N (0.5652, 3.2333, 2.8713)  -0.772
N (0.5723, 2.4153, 1.8808)  0.139
N (0.5866, 1.1696, 2.3335)  0.244
C (0.4525, -1.1225, 3.9088)  0.191
N (0.5756, -2.1938, 4.6506)  -0.592
N (0.5577, -3.2243, 3.7724)  -0.859
N (0.4219, -2.8128, 2.5799)  0.000
N (0.2935, -1.4490, 2.6061)  0.330
H (0.5345, 0.2311, 5.4413)  0.263
C (-0.4617, -1.4110, -2.0941)  -2.194
N (-1.2245, -0.1965, -1.9688)  0.644
C (-0.4156, 0.9804, -1.9419)  -2.956
P (-0.0517, 1.7215, -0.2649)  1.193
C (0.8529, 3.2039, -0.8085)  0.984
C (0.7752, 4.3730, -0.0513)  -1.121
C (1.3680, 5.5426, -0.4993)  -0.960
C (2.0651, 5.5568, -1.6979)  -0.639
C (2.1538, 4.3976, -2.4554)  -0.827
C (1.5506, 3.2297, -2.0192)  -0.488
C (-1.7221, 2.1029, 0.2873)  1.748
C (-2.2995, 3.3042, -0.1217)  -0.665
C (-3.6274, 3.5628, 0.1811)  -0.852
C (-4.3749, 2.6351, 0.8907)  -0.849
C (-3.7947, 1.4446, 1.3033)  -0.767
C (-2.4678, 1.1813, 1.0075)  0.382
C (-2.6320, -0.1700, -2.0847)  1.751
C (-3.2999, 0.9947, -2.4740)  -0.754
C (-4.6817, 1.0177, -2.5578)  -0.661
C (-5.4325, -0.1150, -2.2852)  -0.729
C (-4.7730, -1.2800, -1.9323)  -0.933
C (-3.3911, -1.3117, -1.8224)  -0.418
P (0.2495, -2.0442, -0.4924)  1.649
C (-1.0667, -3.1366, 0.1156)  0.657
C (-2.0977, -2.7006, 0.9400)  0.232
C (-3.1387, -3.5494, 1.2656)  -0.769
C (-3.1637, -4.8459, 0.7675)  -0.824
C (-2.1417, -5.2874, -0.0564)  -0.786
C (-1.0942, -4.4363, -0.3826)  -0.807
C (1.6499, -3.0726, -0.9519)  0.359
C (2.5941, -3.3950, 0.0213)  -0.311
C (3.6670, -4.2066, -0.3059)  -0.876
C (3.8066, -4.6948, -1.5982)  -0.582
C (2.8677, -4.3764, -2.5693)  -0.848
C (1.7875, -3.5691, -2.2476)  -0.374
H (0.3645, -1.2648, -2.7992)  0.701
H (-1.0885, -2.2112, -2.4887)  0.903
H (-0.8574, 1.8018, -2.5115)  0.819
H (0.5201, 0.7530, -2.4484)  0.890
H (0.2531, 4.3920, 0.8942)  0.437
H (1.2900, 6.4391, 0.1004)  0.460
H (2.5371, 6.4675, -2.0416)  0.438
H (2.6913, 4.3996, -3.3944)  0.482
H (1.6434, 2.3495, -2.6360)  0.300
H (-1.7337, 4.0302, -0.6903)  0.422
H (-4.0758, 4.4924, -0.1428)  0.454
H (-5.4107, 2.8409, 1.1251)  0.426
H (-4.3747, 0.7158, 1.8537)  0.509
H (-2.0202, 0.2544, 1.3269)  -0.259
H (-2.7611, 1.8999, -2.7077)  0.327
H (-5.1743, 1.9364, -2.8497)  0.435
H (-6.5111, -0.0908, -2.3551)  0.413
H (-5.3338, -2.1821, -1.7242)  0.425
H (-2.9192, -2.2314, -1.5148)  0.244
H (-2.0838, -1.7058, 1.3523)  -0.206
H (-3.9275, -3.2023, 1.9198)  0.497
H (-3.9741, -5.5122, 1.0313)  0.429
H (-2.1477, -6.2994, -0.4381)  0.459
H (-0.2920, -4.8035, -1.0101)  0.376
H (2.4869, -3.0214, 1.0334)  0.388
H (4.3928, -4.4620, 0.4543)  0.466
H (4.6465, -5.3288, -1.8488)  0.419
H (2.9697, -4.7600, -3.5754)  0.447
H (1.0549, -3.3508, -3.0144)  0.378



Entry 2:
# C3H12N4

A cluster of 2 separate species, C3H12N4 in total in a non-equilibrium geometry (ωB97M-V/def2-TZVPD, the OMol25 dataset).

The spin multiplicity is 2. Its energy above the lowest of the compared OMol25 structures with the same formula, charge and spin is 0.223 eV. The value obtained for the HOMO energy (spin up / spin down) is -12.791 / -12.790 eV. As for the total energy: -340.18518 a.u. The total charge is +1. The expectation value of S² is 0.75. The orbital gap (spin up / spin down) comes out at 9.4 / 4.6 eV.

Last column: Löwdin spin population.
Cartesian coordinates (Å):
C (0.0318, -1.2411, -0.7860)  0.093
N (-1.0463, -0.4879, -0.2207)  0.696
C (-1.7481, -0.8951, 1.0084)  0.074
N (-2.2977, -2.1967, 1.0446)  0.005
H (0.3844, -0.8034, -1.7097)  0.006
H (0.8454, -1.2074, -0.0416)  0.052
H (-0.2351, -2.2842, -0.9239)  0.009
H (-0.8878, 0.5263, -0.2250)  0.013
H (-2.5320, -0.1624, 1.1801)  0.007
H (-1.0106, -0.7865, 1.8156)  0.043
H (-2.9685, -2.3700, 0.3072)  0.001
H (-1.6177, -2.9443, 1.0909)  0.000
N (1.6399, 2.3751, -1.3731)  0.000
C (1.9836, 1.8396, -0.1495)  0.000
N (2.2536, 2.5718, 0.8433)  0.001
H (0.9595, 1.9223, -1.9582)  0.000
H (1.5694, 3.3838, -1.3529)  0.000
H (2.1011, 0.7497, -0.1753)  0.001
H (2.5750, 2.0102, 1.6256)  0.000



Entry 3:
# C9H14FN3O

An isolated molecule of C9H14FN3O in a non-equilibrium geometry (ωB97M-V/def2-TZVPD, the OMol25 dataset).

As for the SMILES: CC(C)(C)C(=O)[C@](C)(F)n1cncn1. Its energy above the lowest of the compared OMol25 structures with the same formula, charge and spin is 0.000 eV. The value obtained for the HOMO energy is -9.689 eV. As for the total energy: -690.64681 a.u. The total charge is 0. The orbital gap comes out at 10.4 eV.

Last column: Mulliken charge in e.
Cartesian coordinates (Å):
C (1.9737, -0.4013, 0.1645)  -1.428
C (0.7262, 0.2349, 0.7287)  2.056
C (1.1822, 1.4073, 1.6826)  -1.730
C (0.0685, -0.7907, 1.6381)  -1.542
C (-0.1827, 0.6710, -0.3549)  -0.252
O (-0.2252, 1.6984, -0.9256)  -0.540
C (-1.1650, -0.4513, -1.1169)  0.618
C (-2.4856, -0.4546, -0.3539)  -1.210
F (-0.5545, -1.7339, -1.2306)  -0.378
N (-1.2839, 0.0813, -2.4384)  0.524
C (-0.4095, 0.1441, -3.4526)  0.220
N (-0.8755, 0.9659, -4.3771)  -0.687
C (-2.0597, 1.3929, -3.8864)  -0.254
N (-2.3778, 0.8880, -2.7235)  -0.873
H (2.5250, -0.8411, 1.0612)  0.387
H (2.7443, 0.3015, -0.1221)  0.431
H (1.7784, -1.1770, -0.6969)  0.233
H (1.8441, 0.8928, 2.2789)  0.541
H (1.9005, 2.1614, 1.1128)  0.293
H (0.3347, 1.8758, 2.0708)  0.469
H (0.8478, -1.2799, 2.2274)  0.420
H (-0.6821, -0.3934, 2.2969)  0.399
H (-0.5458, -1.4965, 1.0113)  0.266
H (-3.3057, -0.9194, -1.0877)  0.373
H (-2.6973, 0.5696, -0.1268)  0.378
H (-2.2137, -0.8841, 0.5891)  0.358
H (0.5207, -0.3481, -3.4504)  0.450
H (-2.6160, 2.0455, -4.4917)  0.480



Which value of total charge does entry 2 give? +1